C15H16N2O2 | the ωB97M-V functional and the def2-TZVPD basis

Geometry as XYZ:
```
35
Properties=species:S:1:pos:R:3:forces:R:3
O 2.66994 -2.72542 0.21273 2.868 0.696 0.068
O -0.73579 -1.99747 -1.82940 -2.393 2.902 -1.929
C -3.84150 -0.93064 1.28128 0.461 -1.213 -0.264
C 1.94373 3.69123 0.10539 0.804 -1.283 0.555
C -2.78118 -1.86535 1.53718 -5.137 2.704 0.080
C -3.65039 0.16716 0.43351 2.186 0.353 0.722
C 1.58925 3.18243 -1.12023 -1.126 0.480 -1.642
C 1.77823 2.89887 1.23883 -1.104 -0.910 0.522
C -1.61627 -1.56562 1.07717 4.497 -0.652 -0.285
C -2.25704 0.50305 0.06213 -1.446 -2.892 0.990
C 0.75070 2.09026 -1.20846 -0.198 -2.741 0.191
C 1.12790 1.66173 1.16221 -1.181 -0.087 -2.521
C -1.22944 -0.44512 0.42119 -2.288 2.905 -1.887
C 0.57470 1.19918 -0.06069 1.453 1.716 -1.907
N 1.38045 -1.96761 -1.49329 3.793 1.703 -1.099
N 1.12954 -1.14878 0.49627 -1.306 1.791 3.533
C 2.18189 -1.55016 -0.36297 -4.574 -4.405 1.354
C 0.25707 -0.99708 -1.59296 0.510 -2.427 -1.642
C 0.13626 -0.29091 -0.15022 1.340 0.148 -0.932
H 1.93428 -3.32914 0.24665 -0.595 -0.125 -0.117
H -0.71132 -2.75333 -1.25888 0.834 -0.130 0.800
H -4.78954 -1.21682 1.71399 -0.392 0.446 -0.264
H 2.49573 4.58249 0.13203 0.670 1.116 0.294
H -2.83851 -2.74035 2.08292 -0.929 -1.538 1.138
H -4.50851 0.81968 0.18311 0.802 -0.391 0.084
H 1.85565 3.62513 -2.11714 -0.236 0.124 1.384
H 2.07079 3.13384 2.24941 0.352 0.760 -0.078
H -0.89375 -2.29004 1.34322 1.307 -0.481 -0.172
H -2.05976 1.32303 -0.59925 0.134 0.411 -0.009
H 0.37572 1.83774 -2.24660 0.409 -0.010 1.485
H 0.85751 0.98646 1.94397 0.565 0.228 1.200
H 2.11385 -2.06208 -2.27840 -2.215 0.495 0.828
H 1.46312 -0.73829 1.41253 -0.389 -0.871 -1.574
H 2.78870 -0.76763 -0.48842 3.714 2.279 -0.718
H 0.43800 -0.32042 -2.52884 -1.191 -1.103 1.813
```
Forces are in eV/Å.

Output
Energy relative to the best compared isomer or geometry (same formula, charge and spin), eV: 4.2963
E_HOMO, eV: -8.85
LUMO level, eV: 0.70
E_tot, eV: -22886.4860
Gap between HOMO and LUMO, eV: 9.55

C40H26AsBr2MoN6S6 | the ωB97M-V functional and the def2-TZVPD basis

Geometry as XYZ:
```
82
Properties=species:S:1:pos:R:3:forces:R:3
Mo 0.08888 0.01466 -0.37954 0.463 1.502 1.929
S 1.62068 7.11876 0.98536 0.161 -0.552 -0.048
As 2.03848 5.21216 0.40396 0.129 0.376 0.447
S 2.43118 2.10126 1.63486 0.668 -0.032 0.321
S 1.89108 1.93166 -0.27984 -0.825 -0.765 -0.418
S 1.79678 3.96616 2.28496 -0.181 0.554 -0.124
Br 2.76228 0.90156 -6.56014 -0.146 0.001 0.365
C 2.00448 0.72286 -4.84034 -0.135 0.012 0.104
C 0.90788 1.50206 -4.46024 0.359 -0.252 -0.129
C 0.38288 1.32276 -3.20054 -0.221 0.294 -0.093
N 0.84338 0.41026 -2.33494 1.037 -0.013 -1.072
C 1.91308 -0.33814 -2.70084 -0.041 0.401 -0.365
C 2.52608 -0.18864 -3.93884 -0.214 0.184 -0.159
C 2.36008 -1.28414 -1.69054 1.282 -1.189 -0.939
C 3.28428 -2.27574 -1.94414 -1.064 1.312 -0.343
C 3.62488 -3.17194 -0.89934 0.095 -0.599 1.444
Br 4.83468 -4.59274 -1.28454 -0.240 0.332 0.069
C 3.12458 -3.01234 0.34116 0.432 0.032 -0.932
C 2.12548 -1.94364 0.61806 -0.324 -0.331 0.950
N 1.73158 -1.11494 -0.50744 -0.197 -0.606 0.118
H 0.48358 2.22576 -5.13624 -0.052 0.102 0.007
H -0.45342 1.92636 -2.86894 0.061 -0.031 0.027
H 3.39578 -0.77224 -4.19014 0.033 -0.048 -0.025
H 3.75048 -2.38314 -2.90404 0.060 0.046 -0.208
H 3.43458 -3.62844 1.16906 0.028 -0.083 0.018
H 2.48968 -1.29584 1.43966 -0.037 -0.154 -0.133
S -2.01472 5.60156 3.40256 0.121 -0.115 -0.559
C -1.97482 7.02806 2.46556 0.006 -0.191 -0.136
C -1.69692 6.77976 1.15586 -0.190 0.412 0.298
C -1.50452 5.41406 0.89276 -0.046 -0.660 0.393
C -1.64182 4.61506 2.00956 -0.246 1.121 -0.043
C -1.44182 3.20356 2.15916 0.182 -0.986 0.764
C -1.09952 2.39726 0.92636 -0.538 0.814 -0.573
N -0.44632 1.14536 1.19836 0.176 -0.342 0.075
C -0.60432 0.60576 2.40436 0.433 -0.704 0.112
C -1.05312 1.26376 3.56766 0.173 -0.605 0.541
C -0.97852 0.55386 4.77046 -0.334 1.033 -0.804
C -0.47462 -0.73724 4.82546 0.524 -0.999 -0.707
C -0.05752 -1.41554 3.67396 -0.450 0.755 0.365
C 0.43078 -2.75134 3.59406 0.374 -0.747 -0.815
C 0.76208 -3.29424 2.39006 -0.510 0.937 0.843
C 0.71498 -2.46914 1.13286 1.081 -0.669 -0.267
N 0.01708 -1.22454 1.21586 -0.028 0.399 -0.074
C -0.19722 -0.73824 2.44126 -0.581 0.707 0.396
C 1.13718 -4.66724 2.23326 0.241 -1.082 0.010
C 1.38728 -5.36594 1.06936 -0.292 0.506 0.467
C 1.74408 -6.70374 1.28856 0.134 -0.416 0.281
C 1.75338 -7.03234 2.61046 -0.057 0.154 -0.023
S 1.32618 -5.71584 3.61386 0.084 0.126 -0.588
C -1.43402 2.62496 3.39196 -0.224 0.628 -0.750
H -2.15442 7.97026 2.94266 -0.054 0.253 0.040
H -1.61922 7.54496 0.40526 0.013 0.172 -0.091
H -1.24982 5.04516 -0.08834 0.015 -0.099 -0.078
H -0.45872 2.99996 0.25906 -0.154 -0.233 0.296
H -1.31882 1.03586 5.67466 0.025 0.053 0.109
H -0.40332 -1.23674 5.77986 0.022 -0.077 0.082
H 0.49888 -3.34424 4.49236 -0.044 -0.088 0.157
H 0.28298 -3.07194 0.32606 0.068 0.074 0.112
H 1.30938 -4.94394 0.08396 0.028 0.118 -0.148
H 2.00218 -7.38494 0.49876 0.005 -0.190 -0.100
H 1.98528 -7.97874 3.05566 0.069 -0.233 0.067
H -1.65082 3.22036 4.26626 -0.020 0.031 0.113
C -3.05042 2.93916 -0.69444 -0.090 -0.223 -0.596
C -3.53512 2.66286 -1.91824 0.183 0.779 0.842
C -3.28292 1.39256 -2.50634 1.126 -1.399 0.214
C -2.34212 0.56096 -1.93204 -1.336 1.013 -1.170
N -1.65362 0.89926 -0.80694 0.136 0.616 -0.219
C -2.28432 1.89656 0.05136 -0.341 0.029 1.010
C -1.92202 -0.71294 -2.47814 0.016 -0.845 -0.149
C -2.49092 -1.30774 -3.60574 0.095 0.094 0.233
C -2.05602 -2.54474 -4.02674 0.372 0.016 0.358
C -1.01432 -3.14934 -3.32364 -0.300 0.117 -0.173
C -0.49032 -2.50684 -2.22494 0.148 -0.297 0.115
N -0.92982 -1.32374 -1.77544 -0.847 -0.440 -0.731
H -3.26302 3.86076 -0.18064 -0.077 0.170 0.010
H -4.12282 3.38696 -2.45864 -0.122 0.101 -0.017
H -3.77652 1.13446 -3.42554 -0.106 -0.206 -0.090
H -2.98312 1.37706 0.74436 0.081 0.128 -0.098
H -3.27552 -0.79574 -4.13494 -0.122 0.061 -0.027
H -2.50782 -3.03194 -4.87504 -0.022 -0.026 -0.141
H -0.61642 -4.10144 -3.63104 0.064 -0.132 0.036
H 0.32678 -2.96434 -1.68344 0.004 0.092 0.015
```
Forces are in eV/Å.

Output
E_HOMO (alpha / beta), eV: -9.27 / -9.28
LUMO level (alpha / beta), eV: -4.40 / -4.39
E_tot, eV: -318629.3041
Gap between HOMO and LUMO (alpha / beta), eV: 4.87 / 4.89
Net charge: +1

H12NO9 | the ωB97M-V functional and the def2-TZVPD basis

Geometry as XYZ:
```
22
Properties=species:S:1:pos:R:3:forces:R:3
N -0.15410 0.11568 0.13185 2.001 2.578 -5.733
O 0.33288 1.07149 0.72084 0.190 0.724 3.461
O -0.80285 0.44187 -0.90221 -2.308 -0.394 0.342
O 0.39604 -0.96310 0.08018 0.343 -3.204 1.762
O -0.72903 -2.43675 -2.50671 1.553 -2.488 5.917
H -0.67287 -1.79609 -3.11298 0.113 3.886 -3.814
H -0.20123 -1.99449 -1.71527 -1.755 -1.282 -1.962
O 3.20696 0.63698 1.26137 7.247 0.422 2.118
H 3.57801 -0.05885 0.74857 0.131 -0.770 -0.580
H 2.36135 0.69277 1.09851 -7.464 0.350 -1.512
O -2.99645 0.70419 -2.63844 -3.994 -0.162 -4.065
H -2.36106 0.78419 -1.99592 2.269 -1.044 2.746
H -3.49602 -0.13212 -2.82295 1.661 1.141 1.266
O 0.31950 -2.72921 2.29352 -4.704 -5.500 -4.177
H 0.21967 -2.46003 1.36483 0.515 0.655 0.841
H 0.80818 -2.22622 2.79102 4.196 4.809 3.504
O 0.55308 2.71484 -1.77512 2.784 -0.386 0.112
H 0.05831 2.07225 -1.17643 1.373 0.635 -0.853
H 1.60870 2.58754 -1.77478 -4.112 -0.055 0.549
O -1.00152 0.83635 3.23460 -4.114 1.297 7.363
H -0.64553 1.31902 4.07485 -0.786 -1.430 -2.748
H -0.38202 0.81968 2.62066 4.861 0.218 -4.534
```
Forces are in eV/Å.

Output
Energy relative to the best compared isomer or geometry (same formula, charge and spin), eV: 3.2298
E_HOMO, eV: -6.47
LUMO level, eV: 3.26
E_tot, eV: -20109.1035
Gap between HOMO and LUMO, eV: 9.73
Net charge: -1

> What is the formula in the first record?

C15H16N2O2

> Which of these has the lowest E_tot?

C40H26AsBr2MoN6S6